This record from the Open Molecules 2025 dataset describes C35H43Cl2N2O2P3V as an isolated structure. The level of theory is ωB97M-V/def2-TZVPD.

```
88
Properties=species:S:1:pos:R:3:forces:R:3:mulliken_charge:R:1
P 1.20652 1.50888 -4.31655 -0.11 -0.43 1.38 2.101
C 2.96233 1.72271 -4.60302 0.45 0.09 0.24 0.554
C 3.56532 1.22614 -5.77216 -0.02 0.13 0.10 -0.080
H 2.98770 0.61259 -6.46304 0.21 0.20 0.09 0.388
C 4.89821 1.53259 -6.04718 -0.03 0.07 0.18 -0.761
H 5.36026 1.14221 -6.95677 -0.13 0.17 0.33 0.442
C 5.62753 2.33706 -5.16272 -0.28 -0.07 0.07 -0.518
H 6.66628 2.58874 -5.38871 -0.36 -0.08 0.09 0.411
C 5.03437 2.81316 -3.98309 -0.07 -0.10 -0.03 -0.675
H 5.60801 3.43815 -3.29381 -0.20 -0.28 -0.24 0.434
C 3.71004 2.49075 -3.68544 -0.08 -0.13 -0.36 -0.632
H 3.23457 2.82021 -2.75881 0.25 0.04 -0.18 0.342
C 0.61891 0.20407 -5.41621 -0.21 -0.33 -0.18 0.376
C 1.22917 -1.06323 -5.33608 -0.19 -0.15 0.21 -0.503
H 2.19120 -1.18661 -4.82437 -0.48 0.08 -0.04 0.788
C 0.60978 -2.17736 -5.90327 0.10 0.22 -0.11 -0.962
H 1.04756 -3.16818 -5.77188 -0.06 0.31 -0.14 0.478
C -0.56309 -2.01755 -6.64897 -0.08 -0.04 0.13 -0.751
H -1.04496 -2.89043 -7.10136 0.21 0.36 0.16 0.477
C -1.11024 -0.74640 -6.83019 0.06 0.00 -0.03 -0.796
H -2.00270 -0.62252 -7.44690 0.32 0.01 0.15 0.475
C -0.52532 0.36709 -6.22068 0.11 -0.06 0.14 -0.744
H -0.94123 1.36300 -6.40665 0.08 -0.33 0.23 0.453
C 0.30414 3.00513 -4.67766 -0.29 0.46 0.04 0.390
C 0.57600 3.66164 -5.89222 -0.23 -0.02 0.19 -0.736
H 1.36205 3.28398 -6.54615 -0.18 0.13 0.07 0.497
C -0.16925 4.78434 -6.24593 0.04 -0.04 0.09 -0.698
H 0.03132 5.28404 -7.19610 -0.09 -0.13 0.34 0.441
C -1.15156 5.27387 -5.37629 0.09 -0.17 0.20 -0.697
H -1.71818 6.16718 -5.64453 0.17 -0.29 0.07 0.413
C -1.39194 4.64226 -4.14836 0.02 0.06 -0.08 -0.950
H -2.13248 5.04720 -3.45151 0.26 -0.15 -0.33 0.504
C -0.67378 3.49964 -3.79650 0.30 0.00 -0.23 0.046
H -0.82941 3.00794 -2.83334 -0.12 0.15 -0.44 0.399
V 0.11772 0.25382 -0.56251 -1.15 -3.00 4.92 -1.501
C -1.87316 -0.80515 -0.69176 0.27 0.17 0.33 -2.037
C -2.43198 -0.99582 -1.88863 -0.46 -0.49 -0.40 0.652
H -2.35677 -1.18172 0.23018 0.28 0.22 -0.52 0.664
C -1.62424 -0.42526 -3.04651 -2.22 -0.25 -0.53 1.064
O -2.36275 0.73214 -3.51727 0.67 -0.34 -0.06 -0.796
H -1.95568 1.10676 -4.31752 -0.06 -0.27 0.21 0.340
C -0.37482 -0.10588 -2.40030 2.65 1.81 1.58 1.384
H -1.50067 -1.15216 -3.86515 0.25 0.16 0.03 -0.217
C 0.67949 0.72199 -2.30200 1.08 0.67 -8.97 -0.384
Cl -0.21269 -0.66987 1.61822 0.11 0.48 -0.13 -0.264
Cl 2.17438 1.28796 0.21708 -0.49 -0.08 -0.25 -0.329
P 1.43348 -1.84231 -0.58346 -0.10 -0.52 0.50 1.534
C 2.41678 -2.25761 0.89636 -0.07 0.18 -0.01 -1.266
H 1.74762 -2.57192 1.70397 0.21 0.10 -0.21 0.388
H 2.95769 -1.35882 1.21143 -0.09 -0.19 0.00 0.339
H 3.12724 -3.05629 0.65347 -0.17 0.12 0.04 0.489
C 0.35824 -3.29492 -0.82450 0.09 -0.10 -0.07 -1.238
H -0.18076 -3.20614 -1.77531 0.12 -0.04 0.13 0.155
H -0.37428 -3.34443 -0.01142 0.19 0.02 -0.10 0.306
H 0.97396 -4.20298 -0.83316 -0.22 0.10 0.02 0.542
C 2.66419 -2.01294 -1.91699 -0.04 -0.04 -0.09 -1.234
H 3.26661 -1.10004 -1.98229 0.07 -0.15 0.01 0.272
H 2.16440 -2.19385 -2.87586 0.13 0.00 0.19 0.072
H 3.31470 -2.86053 -1.66532 -0.08 0.24 -0.26 0.659
P -4.02890 -1.82151 -2.21158 1.64 1.05 0.32 1.558
C -4.43111 -2.80877 -0.78096 -0.39 -0.32 0.04 -1.262
C -3.79071 -2.83126 -3.67644 -0.31 -0.28 -0.11 -1.249
H -4.35141 -2.20153 0.12933 -0.07 -0.11 -0.25 0.451
H -3.75162 -3.66836 -0.71002 -0.13 0.26 -0.03 0.401
H -5.46133 -3.17798 -0.88416 0.24 0.06 0.12 0.414
H -3.39090 -2.22692 -4.50065 -0.17 -0.07 0.22 0.291
H -4.75683 -3.25658 -3.97738 0.25 0.03 -0.04 0.477
H -3.09197 -3.64849 -3.45492 -0.16 0.20 -0.01 0.399
C -5.21009 -0.51252 -2.51811 -0.40 -0.14 -0.14 -1.319
H -5.48567 -0.04282 -1.56567 0.07 -0.11 -0.19 0.428
H -6.10102 -0.92917 -3.00381 0.08 0.21 0.13 0.473
H -4.73000 0.23375 -3.16475 -0.14 -0.24 0.15 0.317
H 1.73206 0.41390 -2.08927 -0.84 0.34 0.88 -0.133
N -4.14422 3.73163 3.14103 0.33 -0.51 -0.27 -0.406
C -3.82352 2.67698 2.32451 -1.18 -0.42 0.57 0.348
O -4.42561 1.60195 2.36321 0.97 1.24 -0.32 -0.609
C -2.71855 2.94670 1.34486 0.51 -0.12 -0.66 -0.239
C -2.27295 4.22267 0.95954 0.04 -0.54 0.02 -0.529
C -1.19334 4.32805 0.08378 0.28 -0.38 -0.38 -1.222
C -0.55621 3.16623 -0.37306 -0.63 0.26 0.79 -0.323
N -0.99961 1.94673 -0.00957 -0.47 0.56 0.12 0.409
C -2.08830 1.83625 0.78172 0.42 0.30 0.11 -0.082
H -4.77986 3.52276 3.89714 -0.01 0.04 -0.06 0.266
H -3.48018 4.47582 3.29836 -0.15 -0.15 0.02 0.202
H -2.78114 5.10886 1.33413 0.19 -0.09 -0.13 0.499
H -0.81238 5.28708 -0.26159 -0.17 -0.14 0.21 0.504
H 0.33305 3.19123 -1.00632 -0.26 0.08 0.35 0.787
H -2.41421 0.82230 1.01666 0.07 0.51 0.11 0.646
```
Positions in Å, forces in eV/Å.

Calculated values
Calculated total energy in Eh: -4507.39790
Multiplicity: 2
HOMO (alpha / beta) in eV: -13.44 / -13.26
Maximum force in eV Å⁻¹: 9.06
Gap between HOMO and LUMO (alpha / beta) in eV: 6.7879 / 6.7129
Charge: +2
Energy above the lowest of the compared OMol25 structures with the same formula, charge and spin in eV: 0.389